[1]
Formula: C6H10N2
Source: the Open Molecules 2025 dataset
Level of theory: the ωB97M-V functional and the def2-TZVPD basis

Its orbital gap (alpha / beta) is 6.01 / 6.01 eV. For the energy above the lowest of the compared OMol25 structures with the same formula, charge and spin, the calculation gives 107.54 kcal per mole. As for the multiplicity: 1. Its net charge is 0.

Each line ends with the natural charge from an NBO analysis.
Cartesian coordinates (Å):
C1 1.2329 1.0852 1.0996  -0.6394
C2 -0.0738 -0.9928 -0.0310  -0.1717
C3 -1.1451 -0.1112 -0.2972  0.3782
C4 0.9812 0.4002 -0.2348  0.2856
N1 -2.2900 -0.0794 0.3786  -0.7047
C5 0.1287 -2.3028 0.0218  -0.3386
C6 -0.4843 1.0389 -0.9203  -0.5782
N2 2.0528 0.2329 -0.9990  -0.8826
H1 -2.5602 -0.8665 0.9520  0.4116
H2 -2.9119 0.7104 0.2892  0.4092
H3 1.8558 -0.1569 -1.9164  0.3184
H4 2.0227 0.5557 1.6345  0.2269
H5 1.5666 2.1084 0.9209  0.2208
H6 0.3392 1.1119 1.7293  0.1842
H7 -0.6372 -3.0259 -0.2410  0.1894
H8 1.1207 -2.6863 0.2341  0.2190
H9 -0.8533 2.0230 -0.6250  0.2194
H10 -0.3447 0.9553 -1.9952  0.2525

Forces on the atoms, in the same order (eV/Å):
C -0.2 -0.2 0.0
C 0.3 -0.3 0.2
C -0.4 0.0 0.8
C -0.7 0.7 -0.6
N 0.3 0.0 -0.5
C 0.0 0.2 -0.2
C 0.8 -0.3 0.1
N -0.1 -0.3 0.2
H 0.0 0.2 -0.1
H 0.1 -0.1 0.1
H -0.1 0.1 0.0
H 0.0 0.0 -0.1
H 0.0 -0.1 0.0
H 0.0 0.0 0.0
H 0.0 0.0 -0.1
H 0.0 0.0 0.2
H 0.1 -0.1 0.0
H -0.1 0.0 0.0

=====

[2]
Formula: C16H28Cl8N4
Source: the Open Molecules 2025 dataset
Level of theory: the ωB97M-V functional and the def2-TZVPD basis

Its orbital gap is 8.09 eV. For the energy above the lowest of the compared OMol25 structures with the same formula, charge and spin, the calculation gives 774.34 kcal per mole. As for the multiplicity: 1. Its net charge is 0.

Each line ends with the natural charge from an NBO analysis.
Cartesian coordinates (Å):
C1 2.3159 -1.2263 -0.7895  -0.7159
C2 1.6398 -2.5006 -0.4710  0.3674
N1 1.1129 -3.5068 -0.2421  -0.4013
H1 1.7930 -0.5473 -0.1160  0.2122
H2 2.1659 -0.8397 -1.7975  0.2720
H3 3.3873 -1.2558 -0.5912  0.2486
C3 -1.8751 -0.2200 2.9463  -0.7800
C4 -1.6291 -1.4698 3.6664  0.3002
N2 -1.3972 -2.4144 4.2467  -0.3426
H4 -0.9522 0.3392 2.7928  0.2344
H5 -2.6432 0.4288 3.3671  0.2568
H6 -2.2322 -0.5441 1.9687  0.2713
C5 -0.0787 0.6545 0.4901  -0.9324
C6 -1.0173 -0.4312 0.3643  0.5035
N3 -1.7587 -1.3455 0.3079  -0.5340
H7 -0.2289 1.1556 1.4463  0.2866
H8 -0.0173 1.4151 -0.2883  0.2821
H9 0.9145 0.2054 0.4865  0.2678
C7 -1.1952 1.1017 -2.0855  -0.8238
C8 -2.3173 1.7171 -2.7512  0.2848
N4 -3.1879 2.2441 -3.2375  -0.3608
H10 -0.8621 1.7248 -1.2555  0.2076
H11 -0.3401 1.0637 -2.7604  0.2515
H12 -1.3716 0.0874 -1.7274  0.1623
Cl1 -1.1401 -1.0231 -2.1869  0.1977
C9 -1.7996 -2.4871 -1.4404  -0.4255
C10 -0.7686 -3.6078 -1.4903  -0.3637
Cl2 0.0880 -3.7896 -3.0529  -0.0882
H13 -2.7573 -2.7297 -1.9009  0.2184
H14 -2.0170 -2.2398 -0.4013  0.2760
H15 -1.3614 -4.4938 -1.2628  0.2123
H16 0.0055 -3.3815 -0.7571  0.2044
Cl3 0.4387 -0.4381 2.5177  0.0010
C11 0.0205 -2.0407 1.9316  -0.4881
C12 1.2292 -2.9724 1.9053  -0.3422
Cl4 1.9065 -3.5000 3.5081  -0.0928
H17 -0.4744 -1.9340 0.9663  0.2473
H18 -0.6913 -2.4725 2.6352  0.2802
H19 2.0556 -2.6885 1.2537  0.2031
H20 0.8542 -3.8891 1.4502  0.2500
Cl5 -1.6056 3.8319 1.3960  -0.0514
C13 -0.1780 3.9913 0.3523  -0.4260
C14 1.1298 3.7437 1.1423  -0.4008
Cl6 1.1384 2.0644 1.7429  0.0216
H21 -0.1413 5.0262 0.0121  0.2359
H22 -0.2716 3.2836 -0.4713  0.2203
H23 1.0403 4.3986 2.0091  0.2476
H24 2.0135 3.8707 0.5170  0.2231
Cl7 0.7690 0.1216 -1.8981  0.0628
C15 1.4791 1.6541 -1.2766  -0.5372
C16 1.4802 2.8363 -2.2564  -0.3797
Cl8 -0.2158 3.4480 -2.3095  -0.0020
H25 2.5243 1.3460 -1.2509  0.2431
H26 1.1643 1.9708 -0.2823  0.2642
H27 1.8175 2.6121 -3.2684  0.2455
H28 2.0423 3.6528 -1.8031  0.2250

Forces on the atoms, in the same order (eV/Å):
C 2.4 -2.5 1.9
C 1.6 -0.3 -2.2
N 5.6 0.9 -1.1
H 1.5 -0.3 -0.1
H 1.7 -2.0 0.7
H 0.1 -0.5 0.7
C -3.7 0.7 0.6
C -2.0 3.2 1.3
N -0.5 -1.7 2.0
H -3.2 0.6 1.0
H -0.3 -0.5 0.5
H -0.3 0.5 0.8
C -3.0 -1.3 -1.3
C -3.2 -0.6 -2.8
N 0.5 8.7 6.2
H -2.4 -1.2 -2.0
H -2.0 -1.5 1.6
H -1.0 0.6 0.4
C -3.0 8.2 -1.3
C 1.6 -1.4 1.9
N -2.4 1.4 -1.5
H -1.3 -0.2 -1.2
H -2.8 1.4 -1.0
H -2.6 7.9 3.5
Cl -3.1 -17.4 -5.3
C 0.7 -4.1 -5.8
C -4.0 0.2 -1.4
Cl -0.2 -0.1 0.2
H 0.1 0.0 -0.5
H -0.7 -2.3 -2.0
H 0.6 -0.5 -0.1
H -3.4 -0.8 -1.5
Cl 8.3 -4.2 2.6
C 2.6 -2.8 0.3
C 0.0 -0.2 2.2
Cl -0.3 0.6 -0.1
H 2.1 -1.5 1.6
H 0.9 -0.1 -1.2
H 0.1 0.2 2.1
H 0.2 0.1 1.0
Cl -0.1 -0.1 0.1
C 1.0 -0.2 1.4
C -1.5 0.5 0.3
Cl 5.2 5.1 3.6
H -0.2 -0.2 -0.3
H -0.3 0.9 1.5
H 0.8 0.0 0.0
H 0.0 0.3 0.3
Cl 4.5 3.4 -0.7
C 3.5 0.4 -2.9
C -1.2 -0.2 0.8
Cl 1.5 3.0 -4.1
H 0.4 0.3 0.6
H 1.1 -0.1 -1.3
H -0.1 0.0 0.2
H 0.3 -0.2 -0.2

=====

[3]
Formula: C19H54BN2O6Sn
Source: the Open Molecules 2025 dataset
Level of theory: the ωB97M-V functional and the def2-TZVPD basis

Its orbital gap is 3.78 eV. As for the multiplicity: 1. Its net charge is +1.

Each line ends with the Löwdin charge.
Cartesian coordinates (Å):
Sn1 -0.0274 2.0815 -1.9455  1.5444
B1 0.4551 -0.3484 -0.1776  -0.4524
H1 1.2101 -0.1183 -1.0776  -0.0380
H2 0.9627 -0.1393 0.8536  0.0137
H3 -0.5109 0.3885 -0.2313  -0.0608
H4 0.1118 -1.4557 -0.3167  0.0233
C1 -5.0577 3.0885 3.5315  -0.1005
O1 -5.8364 2.7226 2.4051  -0.2000
C2 -7.0451 2.0795 2.7399  -0.2474
C3 -7.8745 1.7528 1.4947  -0.1909
N1 -7.1199 0.9907 0.4876  -0.0542
C4 -6.7056 -0.3553 0.9263  -0.2097
C5 -5.8274 -0.9484 -0.1551  -0.2147
O2 -4.5056 -0.4151 -0.2012  -0.1967
C6 -3.7222 -0.7067 0.9409  -0.1059
H5 -5.5848 3.6225 4.3262  0.0893
H6 -4.2979 3.7409 3.1058  0.0854
H7 -4.6484 2.1645 3.9528  0.0863
H8 -7.6274 2.6356 3.4814  0.1243
H9 -6.8535 1.1047 3.2128  0.1094
H10 -8.0376 2.7234 1.0120  0.1155
H11 -8.8728 1.3568 1.6679  0.1207
H12 -6.2511 1.5082 0.3850  0.0940
H13 -7.5919 -0.9677 1.0968  0.1278
H14 -6.1405 -0.3137 1.8643  0.0945
H15 -6.2556 -0.7421 -1.1344  0.1248
H16 -5.7843 -2.0372 -0.0321  0.1205
H17 -3.9186 -1.7301 1.2684  0.0898
H18 -3.9769 0.0170 1.7237  0.0839
H19 -2.6646 -0.5532 0.7316  0.0530
C7 3.8947 1.8863 -0.9467  -0.0476
C8 3.3773 2.6209 0.2878  -0.3805
C9 3.5952 4.1189 0.2710  -0.2194
O3 4.9904 4.3280 0.3192  -0.1883
C10 5.3247 5.6931 0.5304  -0.0840
N2 1.9188 2.3640 0.3222  0.0169
H20 3.4290 2.1631 -1.9005  0.0750
H21 3.6607 0.8231 -0.8529  0.0771
H22 4.9678 2.0142 -1.0703  0.0908
H23 3.8487 2.1625 1.1596  0.1636
H24 3.2484 4.5695 1.2147  0.1274
H25 3.0963 4.6486 -0.5492  0.1306
H26 5.0060 5.9021 1.5579  0.0916
H27 4.8447 6.3760 -0.1738  0.0914
H28 6.4025 5.8189 0.4815  0.0941
H29 1.5276 2.6576 1.2171  0.1071
H30 1.7712 1.3555 0.3751  -0.0183
C11 4.8675 -0.0561 -5.3366  -0.0498
C12 4.4255 -0.9060 -4.1597  -0.4691
C13 5.3940 -0.8640 -2.9998  -0.0596
O4 3.1844 -0.3337 -3.6879  -0.1117
H31 5.4252 0.8341 -5.0382  0.0774
H32 4.0015 0.2925 -5.8966  0.0765
H33 5.5506 -0.6291 -5.9651  0.0836
H34 4.2124 -1.9493 -4.4086  0.1372
H35 6.3478 -1.3536 -3.2130  0.0890
H36 4.9476 -1.3741 -2.1446  0.0634
H37 5.6389 0.1646 -2.7296  0.0688
H38 2.8415 -0.9788 -3.0425  0.0202
C14 0.9134 -4.2996 -1.7679  -0.0466
C15 2.1975 -3.5466 -1.4279  -0.4461
C16 3.4229 -4.2743 -1.9525  -0.0404
O5 2.1782 -2.2667 -2.0825  -0.1009
H39 1.0941 -5.3362 -1.4629  0.0855
H40 0.6512 -4.3407 -2.8241  0.0870
H41 0.0558 -3.9885 -1.1692  0.0629
H42 2.2130 -3.4545 -0.3380  0.1372
H43 3.5925 -5.1775 -1.3681  0.0881
H44 4.3163 -3.6628 -1.8176  0.0704
H45 3.2959 -4.4724 -3.0165  0.0904
H46 1.5731 -1.6833 -1.6150  -0.0006
C17 -0.6629 -1.0816 3.1379  -0.0633
C18 -0.2245 -2.5288 2.9208  -0.4538
C19 -1.2704 -3.3414 2.1351  -0.0401
O6 0.9982 -2.4846 2.1961  -0.0717
H47 -1.4420 -1.0504 3.9032  0.0860
H48 -1.0495 -0.5952 2.2398  0.0428
H49 0.1607 -0.4481 3.4719  0.0831
H50 -0.0787 -2.9959 3.8946  0.1388
H51 -1.1410 -3.1687 1.0671  0.0644
H52 -2.2671 -3.0765 2.4930  0.0684
H53 -1.1729 -4.4133 2.3106  0.0794
H54 0.9040 -1.8075 1.5148  -0.0033

Forces on the atoms, in the same order (eV/Å):
Sn 1.6 -1.9 2.5
B 0.0 0.2 -0.5
H 0.7 0.9 -1.0
H 0.5 0.5 0.6
H -1.2 1.2 -0.4
H -0.6 -0.6 -0.3
C 0.1 -0.5 -0.6
O -0.7 0.4 -0.1
C -0.8 -1.4 0.6
C 1.0 1.6 -0.9
N 0.0 -0.4 0.7
C 0.0 0.8 -0.3
C 0.0 -0.5 0.0
O 0.2 0.1 -0.3
C -0.7 0.5 0.1
H -0.3 0.0 -0.2
H 0.3 -0.1 0.4
H 0.3 0.2 0.2
H 0.0 0.3 -0.2
H 0.4 0.1 0.3
H -0.3 0.0 0.0
H 0.2 -0.4 0.4
H 0.0 0.1 -0.3
H 0.0 -0.1 -0.1
H -0.1 -0.2 0.1
H -0.1 0.0 0.0
H 0.2 0.0 0.0
H 0.2 0.0 0.2
H 0.0 -0.3 0.3
H 0.0 -0.2 -0.4
C 0.1 -0.2 0.0
C -0.6 0.0 -1.6
C 1.1 0.4 1.4
O 0.2 0.0 -1.2
C -0.2 -0.4 0.8
N -1.1 -0.5 0.0
H -0.1 0.5 0.1
H 0.3 -0.1 0.1
H 0.0 -0.1 0.1
H 0.0 0.2 0.2
H -0.7 -0.2 -0.1
H 0.1 -0.2 -0.3
H 0.0 0.6 -0.1
H -0.1 -0.1 -0.1
H 0.0 -0.2 -0.1
H -0.1 0.5 -0.2
H 0.2 0.0 -0.1
C 0.3 -0.3 -0.1
C -0.5 0.9 0.6
C 0.6 -0.3 0.1
O -0.3 0.1 0.1
H -0.1 0.0 0.3
H 0.0 -0.3 -0.2
H -0.2 0.0 -0.2
H 0.2 0.1 -0.4
H -0.1 -0.1 -0.1
H 0.1 0.1 0.1
H -0.2 0.0 0.0
H 0.1 0.0 -0.3
C 0.2 -1.0 0.6
C -0.6 -0.4 -0.8
C 0.1 0.4 0.5
O 0.2 0.2 0.4
H -0.2 -0.1 0.0
H 0.2 0.3 -0.1
H 0.0 0.3 -0.2
H 0.3 0.3 0.0
H -0.1 -0.2 -0.3
H 0.0 0.1 -0.1
H 0.1 -0.2 0.0
H -0.2 -0.3 0.1
C -0.4 0.1 0.5
C -0.5 0.6 -0.9
C 0.1 0.0 0.7
O 0.6 -0.6 0.2
H -0.1 0.2 -0.1
H -0.1 -0.3 -0.1
H 0.1 -0.3 0.2
H 0.5 0.0 -0.1
H -0.3 0.2 0.0
H -0.1 0.1 -0.3
H 0.2 0.0 0.0
H 0.0 -0.3 0.2

=====

[4]
Formula: C2H3N3OS
Source: the Open Molecules 2025 dataset
Level of theory: the ωB97M-V functional and the def2-TZVPD basis

Its orbital gap is 8.80 eV. For the energy above the lowest of the compared OMol25 structures with the same formula, charge and spin, the calculation gives 56.87 kcal per mole. As for the multiplicity: 1. Its net charge is 0.

Each line ends with the natural charge from an NBO analysis.
Cartesian coordinates (Å):
C1 -0.7442 1.5695 0.2646  -0.3019
C2 0.2105 -0.6924 0.2363  0.2422
N1 0.1576 -0.1319 -0.9422  -0.3199
N2 -0.2620 1.1436 -0.9213  0.2538
N3 0.7139 -1.9146 0.5046  -0.8256
O1 -0.0982 1.7746 -1.9764  -0.4742
S1 -0.4687 0.3335 1.4905  0.3395
H1 -0.9295 2.6207 0.6129  0.2559
H2 1.3810 -2.1808 -0.2225  0.4189
H3 0.0396 -2.5222 0.9535  0.4112

Forces on the atoms, in the same order (eV/Å):
C 0.5 0.0 0.6
C -1.5 2.3 -0.2
N 1.0 -2.1 0.6
N -0.1 1.1 1.2
N 0.4 0.1 -0.2
O -0.5 0.8 -0.1
S 0.1 0.3 -0.9
H 0.1 -1.3 -1.1
H -0.8 -0.7 0.5
H 0.7 -0.5 -0.4

=====

no.,DFT total energy (eV)
1,-9359.7735
2,-123151.6210
3,-42339.4030
4,-19472.6203